(1)
Entry from the OMol25 dataset: a molecular structure, C51H49BN10O2P2SW (ωB97M-V/def2-TZVPD).

Computed properties:
**Kohn-Sham gap (spin up / spin down)**: 7.7 / 4.8 eV
**Charge**: +3
**Maximum force**: 0.387 eV Å⁻¹
**2S+1**: 4
**HOMO energy (spin up / spin down)**: -15.9 / -15.9 eV

XYZ file:
```
117
Properties=species:S:1:pos:R:3:forces:R:3
C -4.460 1.843 3.008 0.0 0.0 0.0
C -3.367 3.766 3.948 0.0 0.0 0.0
C 3.564 -2.717 0.869 -0.1 0.0 0.3
N -1.261 -2.778 -1.253 -0.1 0.0 0.1
H 0.354 0.988 -3.528 0.0 0.0 0.0
C -1.625 4.087 -0.429 0.0 0.0 0.0
H -1.866 -4.584 -2.144 0.0 0.1 0.0
C 5.911 -3.214 0.557 0.0 0.0 0.0
P -0.672 2.135 1.405 0.1 -0.2 -0.1
C -2.021 -3.520 -2.065 0.1 0.0 0.0
C 4.051 2.577 -0.835 0.1 0.1 -0.1
C 2.362 2.787 4.805 0.0 0.0 0.0
H 2.234 -4.198 -1.842 0.0 0.0 0.0
H -0.539 3.532 -2.225 0.0 0.0 0.1
P -1.864 1.562 -1.752 0.0 0.2 0.2
C -2.200 2.379 2.352 -0.1 0.0 0.1
H -1.578 5.158 -0.631 0.0 0.0 0.0
C -3.618 1.531 -1.247 0.0 0.0 0.0
C -4.468 2.554 -1.688 0.1 0.1 0.0
H 3.325 4.178 3.488 0.0 0.0 0.0
W -0.210 0.080 -0.340 -0.2 -0.1 -0.3
H 1.192 1.351 5.888 0.0 0.0 0.0
C -6.348 1.495 -0.626 0.0 0.1 0.0
C -0.534 -3.233 2.126 0.1 0.0 -0.1
H -3.104 -0.528 -2.531 -0.1 0.1 0.0
H 7.514 -4.575 0.920 0.0 0.0 0.0
H 7.738 -3.575 -0.506 0.0 0.0 0.0
H -0.522 -7.713 0.703 0.0 0.0 0.0
C 1.228 -6.314 0.584 0.1 0.0 0.0
C 3.134 2.965 -1.798 0.0 0.0 0.0
B -0.054 -3.189 -0.402 0.0 -0.1 0.0
H 7.283 -1.786 1.399 0.0 0.0 0.0
N 1.482 1.491 -0.924 -0.1 -0.2 0.2
H -7.405 1.479 -0.392 0.0 0.0 0.0
C -0.770 -5.666 -0.039 -0.1 0.2 0.0
H -3.725 1.051 -6.305 0.0 0.0 0.0
C -2.230 3.484 3.213 0.0 0.0 0.0
H -3.912 1.359 -3.881 0.0 0.0 0.0
H 2.134 -0.034 -2.872 0.0 0.0 0.0
H 1.811 3.769 1.627 0.0 0.0 0.0
N 1.814 0.132 0.772 0.2 0.2 0.2
H 0.462 3.771 0.029 -0.1 0.0 0.0
C -2.610 -1.430 -2.250 0.1 -0.1 0.0
C 3.925 -1.532 1.508 0.0 -0.1 -0.1
C 2.393 1.068 0.030 -0.2 0.1 -0.1
C 6.241 -2.031 1.231 0.0 0.0 0.0
H 5.041 3.015 -0.809 0.0 0.0 0.0
H 4.292 -4.467 -0.102 0.0 0.0 0.0
N -0.721 -1.265 1.155 0.1 -0.3 0.3
C -2.913 -2.696 -2.715 0.0 0.0 -0.1
C 2.622 -2.195 -2.777 0.0 0.0 0.0
H -3.672 -2.972 -3.428 0.0 0.0 0.0
N 1.072 -1.224 -1.491 0.1 0.0 0.2
C -1.507 3.359 -1.755 -0.1 0.0 -0.1
H -4.102 3.373 -2.294 0.0 -0.1 0.0
H 2.083 -6.868 0.942 0.0 0.0 0.0
C 1.850 2.395 -1.798 0.1 0.2 -0.2
C -1.194 -1.167 2.413 -0.1 0.0 -0.1
H -6.455 3.338 -1.725 0.0 0.0 0.0
H 4.372 1.305 0.873 0.0 0.0 0.0
C 0.622 2.293 2.680 -0.1 0.0 0.0
C 6.995 -4.126 0.071 0.0 0.0 0.0
C -1.108 -2.384 3.054 0.0 0.0 0.1
C -0.110 -6.748 0.463 0.1 -0.1 0.1
O 3.259 0.597 2.825 0.1 -0.2 0.0
C 4.563 -3.538 0.386 0.1 -0.1 0.0
C 5.263 -1.184 1.710 0.0 0.1 -0.1
H -5.926 -0.345 0.394 0.0 0.0 0.0
S 2.688 -0.552 2.207 -0.2 0.1 -0.2
H -5.372 3.169 4.423 0.0 0.0 0.0
H -1.574 -0.235 2.784 -0.1 0.1 0.0
C -0.544 1.029 -4.133 0.1 -0.1 0.0
H 0.529 0.700 -5.962 0.0 0.0 0.0
C -4.168 0.497 -0.490 -0.1 0.1 -0.2
N -0.299 -2.555 0.996 -0.1 0.1 0.1
H -5.325 1.195 2.933 0.0 0.0 0.0
H -1.357 4.113 3.337 0.0 0.0 0.0
C -4.486 2.946 3.843 0.0 0.0 0.0
H 3.387 -2.352 -3.519 0.0 0.0 0.0
H -3.379 4.619 4.613 0.0 0.0 0.0
C 3.692 1.621 0.098 -0.1 -0.1 0.1
C 1.983 -1.013 -2.454 0.0 0.0 0.0
C 1.333 1.868 4.948 0.0 0.0 0.0
H 3.025 2.993 5.634 0.0 0.0 0.0
C -2.829 1.046 -5.697 0.0 0.0 0.0
H -1.821 -5.535 -0.248 0.1 0.0 0.0
H -2.602 3.906 0.023 0.0 0.0 0.0
N 1.144 -2.541 -1.162 0.0 -0.2 -0.2
H 5.526 -0.288 2.257 0.0 0.0 0.0
N -1.601 -1.455 -1.361 0.0 0.0 0.0
H -1.511 0.723 -7.359 0.0 0.0 0.0
H -3.313 0.701 1.628 0.1 -0.2 0.0
C -0.441 0.852 -5.504 0.0 0.0 0.0
H -0.456 4.482 1.334 0.0 0.0 0.1
H -1.406 -2.620 4.062 0.0 0.0 -0.1
C -3.320 1.563 2.265 0.1 0.1 0.1
O 1.669 -1.333 2.811 0.0 0.1 0.0
H -0.280 -4.280 2.198 0.0 0.1 0.0
N 0.138 -4.662 -0.226 -0.1 0.1 -0.1
N 1.375 -5.062 0.189 -0.1 -0.2 0.0
C -1.586 0.863 -6.289 0.0 0.0 0.0
H 1.135 2.693 -2.552 0.0 0.0 0.0
C 2.531 3.451 3.600 0.0 0.0 0.0
C -5.816 2.538 -1.374 0.0 0.0 0.0
C -5.520 0.474 -0.187 0.0 -0.1 0.0
C 0.467 1.623 3.894 0.0 0.0 0.0
C -2.933 1.224 -4.325 0.0 0.1 0.0
H -2.224 3.756 -2.475 0.0 0.0 0.0
H -0.356 0.939 4.050 0.0 0.0 0.0
H 2.527 -3.033 0.803 0.2 0.1 0.0
H -3.549 -0.311 -0.142 0.2 -0.2 0.1
H 6.598 -4.929 -0.547 0.0 0.0 0.0
C -1.785 1.223 -3.535 0.0 0.0 0.0
H 3.379 3.699 -2.554 0.0 0.0 0.0
C 2.050 -3.142 -1.945 0.0 0.0 0.1
C 1.669 3.206 2.542 0.0 0.0 0.0
C -0.504 3.740 0.538 0.0 0.1 -0.1
```
Positions in Å, forces in eV/Å.

Results of the Mulliken charge analysis, in e, for atoms 1 through 99: -1.04 -0.92 0.11 0.20 -0.05 -1.58 0.84 0.60 2.38 0.13 -1.22 -0.91 0.72 0.80 0.90 0.97 0.62 1.30 -1.09 0.51 1.87 0.53 -0.90 0.18 0.62 0.37 0.41 0.51 -0.28 -1.38 0.80 0.49 1.06 0.47 -0.22 0.50 -1.23 0.45 0.51 0.34 -0.37 0.81 -0.60 -0.28 0.93 -0.92 0.55 0.45 0.16 -2.34 -2.01 0.55 -0.32 -1.43 0.45 0.47 -0.14 -0.28 0.49 0.61 0.91 -1.61 -2.27 -1.22 -0.59 -0.47 -0.60 0.56 1.79 0.45 0.43 0.06 0.52 -0.50 1.16 0.56 0.33 -0.86 0.53 0.49 -0.58 -0.35 -0.77 0.47 -0.94 0.61 0.25 1.00 0.57 0.18 0.44 -0.07 -1.16 0.85 0.55 0.39 -0.75 0.56 0.04

---

(2)
Entry from the OMol25 dataset: a molecular structure, C51H49Br2CaF3N3OPSb (ωB97M-V/def2-TZVPD).

Computed properties:
**Kohn-Sham gap**: 6.3 eV
**Charge**: +1
**Maximum force**: 0.582 eV Å⁻¹
**HOMO energy**: -9.6 eV

XYZ file:
```
112
Properties=species:S:1:pos:R:3:forces:R:3
C 3.408 0.075 -5.669 0.0 0.0 0.0
Ca 0.029 1.263 -1.031 -0.2 0.3 -0.1
H -1.010 5.479 2.018 0.0 0.0 0.0
F 5.924 -6.136 -0.789 0.0 0.0 0.0
C -2.109 -1.087 -4.764 0.0 0.0 0.0
H 2.961 -3.787 2.003 0.0 0.0 0.0
Br -4.645 -1.154 -6.041 0.0 0.0 0.0
H 4.263 1.471 -4.297 0.0 0.0 0.0
C 4.276 -3.067 -1.705 0.0 0.0 -0.1
C -0.039 1.152 3.092 0.1 -0.1 0.0
C 4.953 -5.229 -0.977 -0.1 0.0 -0.1
C 0.208 0.679 5.485 0.0 0.0 -0.1
H 1.336 -4.532 -3.619 0.0 0.0 0.0
H 0.681 -1.962 3.051 0.0 0.0 0.0
C 5.672 -3.643 1.824 0.1 0.0 0.0
C 1.318 0.843 2.893 -0.1 0.0 0.1
H 1.406 -2.521 -4.937 0.0 0.0 0.0
H -3.354 -4.027 -2.120 0.0 0.0 0.0
H -1.483 0.520 6.807 0.0 0.0 0.0
H -2.557 3.610 1.746 0.0 0.1 -0.1
H 2.468 -1.412 -6.881 0.0 0.0 0.0
C -0.661 -5.263 -3.774 0.0 0.0 0.0
H -1.614 1.218 4.543 0.0 0.0 0.0
C 2.663 -4.611 -0.823 0.0 0.0 0.0
H -2.508 -0.008 2.827 -0.1 0.1 0.1
C -4.021 1.376 2.160 0.0 0.0 -0.2
H 6.138 -1.030 1.299 0.0 0.0 0.0
Br -6.087 4.508 -0.902 0.0 0.0 0.0
H -0.029 -0.291 7.393 0.0 0.0 0.0
C -1.924 3.667 3.788 0.0 0.0 0.0
C 1.769 1.488 0.501 0.5 0.1 0.0
H -1.618 -2.454 -1.299 0.0 0.0 0.0
C 3.025 -0.017 -3.325 0.0 0.1 0.0
C -0.396 0.585 6.857 0.0 0.0 0.0
H -0.144 1.463 7.455 0.0 0.0 0.0
H -4.026 2.045 3.014 0.0 0.0 0.0
N 1.882 0.641 1.591 0.2 0.0 0.1
C -3.367 -0.521 -4.825 0.0 0.0 0.0
H 0.269 -1.338 1.461 0.0 0.0 0.0
C -0.558 1.033 4.383 0.0 0.0 0.0
C -3.670 0.545 -3.989 0.0 0.0 0.0
C -1.964 -5.097 -3.338 0.0 0.0 0.0
H -3.660 -0.904 0.779 0.0 0.0 0.0
H -1.112 4.465 -0.827 0.0 0.0 0.0
H -1.816 -1.904 -5.408 0.0 0.0 0.0
H 0.666 -3.057 1.666 0.0 0.0 0.0
H -0.214 4.365 0.882 0.0 0.0 0.0
H -2.211 4.711 3.928 0.0 0.0 0.0
F 3.980 0.663 -6.729 0.0 0.0 0.0
H -0.227 -0.996 -3.781 0.0 0.0 0.0
H 6.311 -3.797 -1.794 0.0 0.0 0.0
H -2.860 0.344 -0.181 0.0 0.0 0.0
H 6.395 -3.391 2.602 0.0 0.0 0.0
C -2.696 0.644 1.972 0.1 -0.1 0.1
C -2.711 0.986 -3.091 0.0 0.0 0.0
C 0.308 -4.390 -3.304 0.0 0.0 0.0
H 3.445 -6.529 -0.200 0.0 0.0 0.0
H 4.167 1.930 1.793 0.0 0.0 0.0
C 2.099 0.513 3.998 0.1 0.1 0.0
C -2.953 2.192 -2.256 0.0 0.0 0.1
H -1.900 -0.904 0.650 0.0 0.0 0.0
C 2.223 -1.147 -3.491 0.0 0.1 0.0
H 0.292 4.401 2.535 0.0 0.0 0.0
N -1.499 0.414 -2.989 0.1 0.0 0.0
C 4.686 1.227 1.139 0.0 0.0 0.0
H 3.193 0.396 -2.332 0.0 0.0 0.0
C 2.023 -1.644 -4.777 0.0 -0.1 0.0
C 5.077 -1.237 1.401 0.0 0.0 0.0
C 2.610 -1.037 -5.876 0.0 0.0 0.0
N -1.858 2.812 -1.795 0.1 0.1 0.1
H -5.108 2.124 -2.332 0.0 0.0 0.0
H -4.628 1.034 -4.069 0.0 0.0 0.0
H -4.273 1.965 1.271 0.0 0.0 0.0
C 3.631 0.601 -4.412 0.0 0.0 0.0
C -4.233 2.665 -2.004 0.0 0.0 0.0
H 5.193 -4.582 2.099 0.0 0.0 0.0
C -0.585 4.480 1.892 0.1 0.0 0.1
H -2.728 3.052 4.187 0.0 0.0 0.0
H 4.525 1.575 0.117 0.0 0.0 0.0
C -2.780 -0.257 0.734 0.0 0.0 0.0
H -1.033 3.492 4.391 0.0 0.0 0.0
C 4.180 -0.177 1.328 0.0 0.0 -0.1
H 4.533 -2.106 -2.134 0.0 0.0 0.0
Sb 1.407 -1.959 -1.689 -0.1 0.0 0.2
C 4.663 -2.539 1.664 0.0 0.0 0.0
C -2.326 -4.105 -2.448 0.0 0.0 0.0
F -2.908 -5.936 -3.788 0.0 0.0 0.0
C 2.817 -0.447 1.501 -0.1 -0.1 0.0
H 2.203 0.170 6.100 0.0 0.0 0.0
H 1.642 -4.868 -0.560 0.0 0.0 0.0
C 2.962 -3.367 -1.368 -0.1 0.0 0.0
C -1.340 -3.239 -1.997 0.0 0.0 0.0
C 5.284 -4.003 -1.521 0.0 -0.1 0.0
O 1.307 2.638 0.713 -0.3 -0.4 -0.3
H 6.232 -3.807 0.901 0.0 0.0 0.1
C -4.375 3.849 -1.297 0.0 0.0 0.0
H 3.145 0.273 3.850 0.0 0.0 0.0
C -2.015 3.969 -1.152 0.0 0.0 0.0
C 1.561 0.440 5.269 0.0 0.0 0.0
C 0.918 -2.043 1.986 0.0 0.0 0.0
P -1.166 1.711 1.756 0.0 -0.1 -0.1
C 2.370 -1.750 1.731 0.0 0.0 0.1
H -0.423 -6.069 -4.457 0.0 0.0 0.0
C -1.220 -0.578 -3.833 0.0 0.0 0.0
H -4.825 0.651 2.302 0.0 0.0 0.0
C 3.304 -2.777 1.807 0.0 0.0 0.1
C -3.247 4.539 -0.886 0.0 0.0 0.0
C -1.628 3.439 2.303 -0.1 0.0 0.1
C -0.019 -3.359 -2.423 0.0 0.0 -0.1
C 3.658 -5.555 -0.619 0.1 0.0 0.0
H 5.753 1.279 1.352 0.0 0.0 0.0
H -3.318 5.480 -0.359 0.0 0.0 0.0
```
Positions in Å, forces in eV/Å.

Results of the Mulliken charge analysis, in e, for atoms 1 through 99: 0.10 2.01 0.45 -0.40 -0.80 0.42 -0.12 0.52 -0.55 0.65 0.32 0.06 0.57 0.35 -1.83 -0.31 0.39 0.53 0.40 0.22 0.49 -0.87 0.34 -0.78 0.54 -1.52 0.47 -0.08 0.40 -1.75 -0.92 0.36 -0.85 -1.72 0.33 0.28 1.46 -0.57 -0.12 -0.61 -0.63 0.12 0.69 0.75 0.59 0.60 0.12 0.51 -0.34 0.93 0.43 0.17 0.51 0.35 0.23 -0.74 0.47 0.33 -0.56 0.87 -0.02 0.58 0.43 0.43 -1.82 0.40 -0.16 -1.00 -0.77 -0.46 0.48 0.50 0.25 -0.62 -0.30 0.34 -1.69 0.22 0.21 -1.40 0.39 0.79 0.45 1.09 0.56 -0.37 -0.35 0.07 0.46 0.47 0.37 -0.71 -0.50 -0.64 0.30 -0.58 0.58 -0.74 -1.14